1.
DFT (the ωB97M-V functional and the def2-TZVPD basis) results for a structure of composition C6H8LiO6Sr at a distorted geometry.

Geometry as XYZ:
```
22
C6H8LiO6Sr | the OMol25 dataset | the ωB97M-V functional and the def2-TZVPD basis
Sr 0.835 -2.969 0.456
O -1.198 -0.443 -1.600
O -0.560 3.091 0.060
O 1.890 2.395 0.404
O -0.502 0.932 0.145
O -1.108 -1.230 0.485
O 0.801 -0.773 -0.583
C -2.467 -1.418 0.077
C 1.432 3.247 1.387
C -0.237 2.018 -0.641
C -2.556 -0.576 -1.206
C -0.097 3.184 1.434
C -0.443 -0.363 -0.450
Li 1.982 0.697 -0.158
H 1.722 4.291 1.142
H -2.994 0.414 -1.016
H -0.431 2.310 2.004
H -3.099 -1.080 -2.011
H -0.531 4.111 1.828
H 1.780 3.076 2.428
H -3.142 -1.063 0.863
H -2.629 -2.486 -0.106
```

Results
LUMO level (spin up / spin down) (eV): -0.5 / -0.7
Multiplicity: 2
Energy relative to the best compared isomer or geometry (same formula, charge and spin) (kJ/mol): 99.37
HOMO-LUMO gap (spin up / spin down) (Eh): 0.1973 / 0.2456
Largest force on an atom (eV/Å): 1.21

Atom-resolved charges from natural (NBO), all expressed in e: 0.99, -0.51, -0.54, -1.00, -0.62, -0.64, -1.05, -0.10, -0.06, 0.46, -0.11, -0.11, 0.96, 0.92, 0.13, 0.19, 0.17, 0.20, 0.19, 0.14, 0.20, 0.17

2.
DFT (the ωB97M-V functional and the def2-TZVPD basis) results for the ion C6H8N with charge +1 at a distorted geometry.

Geometry as XYZ:
```
15
C6H8N | the OMol25 dataset | the ωB97M-V functional and the def2-TZVPD basis
N -0.665 1.983 -0.721
C -0.685 -0.314 1.328
C 0.925 0.001 -0.530
C -0.427 0.545 -0.901
C 0.797 -1.890 1.446
C -0.594 -1.745 1.236
C 0.649 -0.671 0.790
H 1.681 0.775 -0.373
H -1.309 -2.446 0.850
H 1.511 -2.616 1.753
H 1.316 -0.703 -1.264
H -0.770 2.494 -1.613
H -1.040 0.055 -1.633
H 0.124 2.389 -0.203
H -1.514 2.143 -0.163
```

Results
LUMO level (spin up / spin down) (eV): -4.2 / -4.1
Multiplicity: 1
Energy relative to the best compared isomer or geometry (same formula, charge and spin) (kJ/mol): 759.25
HOMO-LUMO gap (spin up / spin down) (Eh): 0.2738 / 0.2874
Largest force on an atom (eV/Å): 2.34
Total charge: +1

Atom-resolved charges from Mulliken, all expressed in e: -0.29, -0.48, -0.58, -0.70, -0.38, -0.09, 0.62, 0.34, 0.34, 0.41, 0.31, 0.34, 0.44, 0.35, 0.37

3.
DFT (the ωB97M-V functional and the def2-TZVPD basis) results for the ion C6H8N with charge +1 at a distorted geometry.

Geometry as XYZ:
```
15
C6H8N | the OMol25 dataset | the ωB97M-V functional and the def2-TZVPD basis
N 0.553 -0.297 0.043
C -1.902 0.001 -0.004
C 1.543 -1.362 0.027
C -3.139 0.433 -0.012
C 1.321 2.084 0.033
C 0.881 0.910 0.023
C -0.832 -0.797 0.079
H 1.274 -1.840 -0.841
H -3.335 0.810 -0.972
H 1.192 2.899 -0.657
H 1.897 2.378 0.948
H 1.250 -2.107 0.750
H 2.588 -1.212 -0.052
H -0.778 -1.782 0.400
H -3.685 0.885 0.731
```

Results
LUMO level (eV): -4.7
Multiplicity: 1
Energy relative to the best compared isomer or geometry (same formula, charge and spin) (kJ/mol): 548.45
HOMO-LUMO gap (Eh): 0.3449
Largest force on an atom (eV/Å): 3.54
Total charge: +1

Atom-resolved charges from natural (NBO), all expressed in e: -0.29, 0.12, -0.42, -0.34, -0.45, 0.48, -0.17, 0.23, 0.25, 0.30, 0.30, 0.24, 0.26, 0.24, 0.25

4.
DFT (the ωB97M-V functional and the def2-TZVPD basis) results for the ion C6H8N with charge +1 at a distorted geometry.

Geometry as XYZ:
```
15
C6H8N | the OMol25 dataset | the ωB97M-V functional and the def2-TZVPD basis
N -1.519 -0.426 -0.031
C -1.225 0.776 -0.346
C -0.878 -1.552 0.259
C 0.532 -1.456 0.327
C -2.658 0.511 -0.339
C 1.303 -0.420 0.011
C 2.277 0.608 0.052
H -3.286 0.942 0.462
H -0.446 1.274 -0.821
H 1.792 1.571 0.353
H 1.022 -2.348 0.628
H 2.946 0.397 0.881
H -1.461 -2.541 0.494
H 3.035 0.593 -0.769
H -3.413 0.423 -1.152
```

Results
LUMO level (spin up / spin down) (eV): -6.2 / -5.6
Multiplicity: 1
Energy relative to the best compared isomer or geometry (same formula, charge and spin) (kJ/mol): 765.76
HOMO-LUMO gap (spin up / spin down) (Eh): 0.2192 / 0.2458
Largest force on an atom (eV/Å): 3.03
Total charge: +1

Atom-resolved charges from natural (NBO), all expressed in e: -0.20, 0.01, -0.09, -0.35, -0.18, 0.42, -0.79, 0.22, 0.23, 0.30, 0.32, 0.33, 0.27, 0.28, 0.24

5.
DFT (the ωB97M-V functional and the def2-TZVPD basis) results for the ion C6H8N with charge +1 at a distorted geometry.

Geometry as XYZ:
```
15
C6H8N | the OMol25 dataset | the ωB97M-V functional and the def2-TZVPD basis
N 0.783 -0.505 0.277
C -1.028 -1.156 -1.079
C 0.057 -2.234 -1.019
C 0.970 -1.706 -0.265
C 1.727 0.310 1.022
C -1.048 1.241 -0.057
C -0.385 -0.006 -0.293
H 2.464 -0.234 1.709
H -2.008 -1.326 -0.561
H -1.354 -0.944 -2.075
H -1.088 1.330 1.076
H 1.228 1.069 1.701
H 2.307 0.937 0.449
H -0.507 2.127 -0.512
H -2.118 1.095 -0.373
```

Results
LUMO level (spin up / spin down) (eV): -6.7 / -6.7
SMILES string: CC1=[N+](C)C#CC1
Multiplicity: 1
Energy relative to the best compared isomer or geometry (same formula, charge and spin) (kJ/mol): 722.92
HOMO-LUMO gap (spin up / spin down) (Eh): 0.2796 / 0.2793
Largest force on an atom (eV/Å): 7.49
Total charge: +1

Atom-resolved charges from natural (NBO), all expressed in e: -0.34, -0.53, 0.08, 0.22, -0.45, -0.73, 0.50, 0.27, 0.32, 0.31, 0.28, 0.24, 0.24, 0.30, 0.28

6.
DFT (the ωB97M-V functional and the def2-TZVPD basis) results for the ion C6H8N with charge +1 at a distorted geometry.

Geometry as XYZ:
```
15
C6H8N | the OMol25 dataset | the ωB97M-V functional and the def2-TZVPD basis
N 2.045 -1.625 0.052
C -0.536 -1.417 0.136
C -1.452 -0.267 -0.221
C 0.880 -1.227 -0.021
C 1.493 0.773 -0.751
C 2.193 -0.221 -0.147
C 2.362 1.126 0.404
H 3.274 1.664 0.104
H 0.818 0.823 -1.569
H -0.690 -2.204 -0.652
H -2.493 -0.538 -0.218
H 2.035 1.307 1.343
H -0.633 -1.982 1.150
H -1.059 0.095 -1.285
H -1.203 0.755 0.247
```

Results
LUMO level (eV): -5.0
Multiplicity: 1
Energy relative to the best compared isomer or geometry (same formula, charge and spin) (kJ/mol): 718.33
HOMO-LUMO gap (Eh): 0.3752
Largest force on an atom (eV/Å): 4.50
Total charge: +1

Atom-resolved charges from natural (NBO), all expressed in e: -0.23, -0.54, -0.60, 0.56, -0.04, 0.12, -0.36, 0.26, 0.27, 0.31, 0.27, 0.23, 0.31, 0.21, 0.24